{
  "formula": "C37H96N7O34P5",
  "method": "ωB97M-V with the def2-TZVPD basis set",
  "species": ["C", "C", "O", "P", "O", "O", "C", "C", "O", "C", "C", "H", "H", "H", "H", "H", "H", "H", "H", "H", "H", "H", "H", "H", "H", "H", "C", "C", "O", "P", "O", "O", "C", "C", "O", "C", "C", "H", "H", "H", "H", "H", "H", "H", "H", "H", "H", "H", "H", "H", "H", "H", "C", "C", "O", "P", "O", "O", "C", "C", "O", "C", "C", "H", "H", "H", "H", "H", "H", "H", "H", "H", "H", "H", "H", "H", "H", "H", "C", "C", "O", "P", "O", "O", "C", "C", "O", "C", "C", "H", "H", "H", "H", "H", "H", "H", "H", "H", "H", "H", "H", "H", "H", "H", "C", "C", "O", "P", "O", "O", "C", "C", "O", "C", "C", "H", "H", "H", "H", "H", "H", "H", "H", "H", "H", "H", "H", "H", "H", "H", "C", "N", "O", "O", "H", "H", "H", "C", "N", "O", "O", "H", "H", "H", "C", "N", "O", "O", "H", "H", "H", "C", "N", "O", "O", "H", "H", "H", "C", "N", "O", "O", "H", "H", "H", "C", "N", "O", "O", "H", "H", "H", "C", "N", "O", "O", "H", "H", "H"],
  "positions_angstrom": [[-7.086, -2.467, 1.666], [-7.921, -3.440, 2.472], [-7.033, -4.280, 3.248], [-7.275, -4.407, 4.823], [-7.718, -3.131, 5.422], [-5.896, -4.960, 5.369], [-4.884, -4.004, 5.711], [-3.524, -4.653, 5.866], [-8.333, -5.569, 4.940], [-8.729, -6.068, 6.228], [-10.139, -6.653, 6.110], [-7.831, -1.785, 1.236], [-6.467, -1.763, 2.218], [-6.546, -2.936, 0.846], [-8.560, -2.827, 3.109], [-8.554, -4.112, 1.897], [-4.860, -3.096, 5.109], [-5.145, -3.699, 6.730], [-2.892, -3.889, 6.315], [-3.609, -5.452, 6.612], [-3.187, -5.217, 4.997], [-8.099, -6.933, 6.460], [-8.519, -5.323, 6.996], [-10.194, -7.352, 5.281], [-10.269, -7.182, 7.058], [-10.904, -5.882, 6.040], [5.229, 3.614, 0.134], [4.552, 4.421, -0.989], [5.481, 5.290, -1.639], [5.215, 6.847, -1.674], [3.828, 7.234, -1.821], [5.850, 7.359, -0.280], [7.265, 7.474, -0.091], [7.522, 7.395, 1.398], [6.230, 7.363, -2.772], [6.271, 8.729, -3.192], [7.707, 9.115, -3.514], [4.569, 2.813, 0.482], [6.115, 3.033, -0.127], [5.404, 4.221, 1.022], [4.082, 3.795, -1.742], [3.833, 5.033, -0.444], [7.861, 6.728, -0.626], [7.493, 8.420, -0.593], [8.536, 7.588, 1.747], [6.744, 7.890, 1.978], [7.413, 6.356, 1.737], [5.616, 8.920, -4.040], [5.876, 9.397, -2.420], [7.922, 10.161, -3.285], [8.517, 8.559, -3.049], [7.779, 9.041, -4.601], [1.100, 3.130, 0.293], [1.539, 1.660, 0.304], [0.479, 0.696, 0.211], [-0.778, 0.687, -0.759], [-0.651, 0.738, -2.209], [-1.545, -0.626, -0.292], [-2.406, -1.424, -1.081], [-3.687, -1.524, -0.283], [-1.726, 1.857, -0.191], [-2.087, 2.977, -0.975], [-3.492, 3.415, -0.588], [0.550, 3.408, -0.605], [0.553, 3.582, 1.118], [2.105, 3.560, 0.237], [2.311, 1.498, -0.447], [1.916, 1.397, 1.294], [-2.657, -1.058, -2.081], [-2.102, -2.456, -1.265], [-3.520, -2.306, 0.467], [-3.890, -0.674, 0.373], [-4.588, -1.691, -0.874], [-1.482, 3.873, -0.803], [-2.014, 2.747, -2.038], [-3.995, 4.187, -1.173], [-4.196, 2.582, -0.536], [-3.525, 3.836, 0.422], [-1.693, -7.688, -6.307], [-2.272, -7.402, -4.909], [-1.811, -6.097, -4.532], [-2.423, -5.179, -3.380], [-3.862, -5.399, -3.145], [-1.453, -5.341, -2.139], [-0.093, -4.987, -2.094], [0.232, -4.221, -0.816], [-2.121, -3.678, -3.925], [-2.845, -3.423, -5.157], [-2.311, -2.097, -5.698], [-1.371, -6.847, -6.917], [-0.943, -8.477, -6.246], [-2.419, -8.150, -6.987], [-3.356, -7.469, -4.878], [-1.828, -8.171, -4.281], [0.613, -5.814, -2.174], [0.121, -4.248, -2.877], [-0.067, -4.884, 0.001], [1.320, -4.211, -0.705], [-0.114, -3.195, -0.737], [-2.567, -4.209, -5.858], [-3.913, -3.309, -4.992], [-2.718, -1.344, -5.016], [-1.225, -2.017, -5.666], [-2.651, -1.815, -6.694], [10.816, -1.294, 0.902], [9.821, -1.657, 1.994], [9.194, -0.516, 2.584], [8.344, 0.470, 1.612], [7.708, -0.194, 0.462], [9.319, 1.665, 1.141], [9.897, 2.584, 2.085], [9.008, 3.798, 2.232], [7.356, 1.268, 2.592], [6.337, 0.608, 3.390], [5.030, 0.693, 2.604], [11.516, -0.544, 1.288], [11.423, -2.149, 0.613], [10.289, -0.797, 0.088], [9.071, -2.262, 1.475], [10.280, -2.235, 2.793], [10.003, 2.018, 3.026], [10.982, 2.669, 1.968], [8.228, 3.647, 2.974], [9.545, 4.696, 2.549], [8.506, 4.075, 1.305], [6.597, -0.440, 3.520], [6.299, 1.195, 4.302], [5.103, 0.257, 1.602], [4.264, 0.037, 3.035], [4.516, 1.632, 2.400], [-2.130, 6.886, -0.300], [-2.786, 8.200, -0.015], [-2.568, 9.089, -0.815], [-3.563, 8.319, 0.918], [-1.333, 7.079, -1.010], [-2.872, 6.260, -0.786], [-1.783, 6.507, 0.656], [-7.519, 0.994, -0.941], [-7.127, 0.726, -2.332], [-7.523, 1.501, -3.184], [-6.496, -0.282, -2.571], [-7.874, 1.994, -0.716], [-6.651, 0.781, -0.319], [-8.335, 0.323, -0.672], [0.281, -1.648, 2.916], [-0.762, -2.661, 2.656], [-0.521, -3.774, 2.256], [-1.927, -2.296, 2.856], [1.260, -2.109, 2.982], [0.072, -1.119, 3.843], [0.164, -0.916, 2.118], [1.579, -0.572, -4.120], [2.518, -0.768, -3.009], [2.105, -1.315, -2.005], [3.601, -0.226, -3.111], [0.691, -1.195, -4.104], [2.164, -0.783, -5.013], [1.297, 0.479, -4.043], [-1.424, 1.546, -5.844], [-1.154, 2.716, -4.978], [-0.019, 2.863, -4.576], [-2.030, 3.530, -4.753], [-0.783, 1.658, -6.717], [-2.499, 1.579, -5.972], [-0.955, 0.683, -5.375], [-4.008, -5.757, 0.449], [-3.196, -6.960, 0.762], [-3.338, -7.898, -0.001], [-2.480, -7.040, 1.727], [-3.414, -5.062, -0.147], [-4.021, -5.279, 1.431], [-4.972, -5.872, -0.027], [-3.827, 0.341, 3.193], [-4.317, 1.690, 2.701], [-4.082, 2.670, 3.375], [-4.957, 1.657, 1.661], [-2.909, 0.117, 2.645], [-4.525, -0.372, 2.767], [-3.684, 0.375, 4.265]],
  "forces_ev_per_angstrom": [[-1.1, 0.4, -0.9], [0.7, 0.4, 0.6], [-0.2, -0.3, 0.7], [-0.4, 1.5, -0.6], [0.3, -0.5, 0.1], [-0.3, -0.3, -0.8], [0.3, 0.1, 1.7], [-0.9, -1.0, 0.3], [0.6, -0.2, -0.2], [0.1, -1.1, -0.4], [0.6, 0.8, 1.0], [0.1, -0.1, -0.4], [0.3, -0.6, 0.5], [0.2, 0.0, 0.1], [0.0, -0.3, 0.4], [0.1, 0.1, -0.4], [-0.3, -0.3, -0.5], [-0.1, 0.4, -0.2], [0.5, -0.1, -0.5], [-0.1, 0.2, 0.2], [0.4, 0.8, -0.3], [0.3, 0.2, -0.1], [-0.6, 0.1, 0.0], [0.0, 0.0, 0.0], [-0.4, -0.2, -0.1], [0.0, 0.0, -0.2], [-0.2, -0.7, -0.1], [0.4, -0.2, 1.5], [0.7, 0.1, -0.7], [0.8, 0.2, 1.0], [-0.8, 0.3, 0.0], [-0.6, -0.5, -0.5], [0.2, 0.6, -0.3], [-0.2, -1.2, 0.6], [0.0, -0.7, -0.2], [0.1, 0.9, 1.0], [0.0, 0.5, -1.1], [-0.4, 0.2, -0.2], [0.2, 0.5, -0.3], [0.3, 0.2, -0.2], [-0.1, 0.0, 0.0], [-0.5, 0.0, -0.5], [-0.4, -0.3, 0.0], [0.5, 0.2, 0.6], [0.0, 0.8, -0.3], [0.3, 0.6, -0.1], [-0.2, -0.1, -0.4], [0.0, -0.5, -0.2], [0.0, -0.3, 0.3], [-0.3, 0.0, 0.1], [-0.4, -0.4, 0.1], [0.6, -0.2, 0.1], [1.0, -0.3, -0.7], [-1.1, 0.5, 1.1], [-1.0, -0.8, -0.8], [-1.2, -0.1, 0.5], [0.8, 0.3, -0.8], [1.8, 0.2, 0.5], [-2.1, -0.1, -0.6], [-0.4, -0.4, 1.2], [0.8, -0.4, 0.4], [-1.2, 1.3, -0.8], [-0.9, -0.3, 0.9], [0.3, -0.1, -0.2], [0.1, -0.6, 0.4], [-0.3, 0.8, 0.0], [-0.2, -0.2, -0.2], [0.5, 0.3, -0.2], [0.6, 0.7, 0.2], [1.0, 0.3, 0.3], [-0.5, -0.3, -0.2], [0.2, 0.5, -0.6], [0.2, -0.3, -0.1], [0.6, -0.5, 0.2], [0.0, -0.1, 0.0], [0.6, -0.1, -0.6], [0.2, -0.2, -0.2], [0.3, -0.2, 0.1], [-0.8, -1.0, -0.8], [0.7, -0.2, -1.1], [0.1, 0.5, 0.5], [-0.5, 0.3, -0.5], [1.0, -0.1, 0.4], [-1.3, -0.3, -0.1], [1.4, 2.4, -0.2], [0.6, -1.6, 0.5], [-0.3, -1.3, 0.2], [1.3, 0.9, -0.9], [-0.4, 0.6, 0.9], [0.4, 0.3, 0.6], [0.5, 0.5, 0.0], [-0.4, 0.0, 0.4], [0.0, 0.2, 0.1], [-0.3, 0.3, 0.6], [-0.6, -0.4, -0.2], [0.0, -0.6, -0.4], [-0.4, 0.6, 0.3], [0.0, 0.2, -0.2], [-0.4, -0.1, -0.1], [-0.5, -0.2, 0.0], [-0.1, -0.5, 0.1], [0.3, 0.3, -0.1], [0.0, -0.3, 0.0], [-0.1, -0.4, -0.1], [0.4, 1.0, 0.9], [0.1, -0.7, -1.2], [-0.7, 1.1, -0.3], [-0.1, 0.6, -0.3], [0.5, 0.1, 0.7], [-0.2, -0.8, 0.0], [0.0, -1.4, 1.6], [0.2, 0.9, 0.2], [1.0, -0.6, 0.1], [-0.6, 0.9, -1.6], [-1.1, -1.2, -0.6], [0.1, -0.1, 0.0], [-0.3, -0.1, -0.3], [0.1, -0.4, -0.3], [-0.2, -0.1, 0.5], [-0.1, 0.2, 0.1], [-0.8, 0.3, 0.2], [-0.3, 0.8, -1.4], [0.0, -0.3, 0.0], [0.2, -0.2, 0.0], [0.2, -0.3, -0.2], [0.1, 0.0, 0.4], [0.0, -0.4, 0.3], [0.7, 0.0, 0.0], [0.1, 0.1, 0.5], [0.6, 0.5, 0.7], [0.0, 0.4, 0.2], [-0.8, 0.7, -0.4], [0.3, -0.1, 0.0], [0.6, -0.7, -0.1], [0.1, 0.0, 0.2], [-0.1, -0.1, 0.3], [-0.1, -0.3, -0.1], [0.2, -0.3, 1.4], [-0.7, 0.5, -1.0], [0.2, 0.0, 0.2], [0.2, 0.0, 0.4], [0.2, 0.2, -0.8], [-0.1, -0.1, 0.0], [0.2, -0.3, -0.2], [0.3, 0.3, 0.0], [-2.2, -0.4, 0.4], [1.0, 0.3, 0.0], [0.8, 0.4, 0.0], [-0.1, -0.1, -0.4], [-0.3, -0.3, 0.1], [0.3, -0.1, -0.2], [0.1, 0.2, -1.1], [-0.3, 0.5, 1.0], [0.1, -0.3, 0.0], [-0.1, -0.3, -0.1], [0.1, -0.2, 0.6], [-0.1, 0.3, -0.1], [0.0, 0.0, -0.2], [0.6, 0.2, 0.3], [0.9, 1.2, 0.4], [0.3, -0.5, 0.0], [-0.5, -0.6, -0.2], [-0.6, 0.5, -0.4], [0.1, -0.6, -0.4], [-0.7, -0.1, 0.5], [1.2, 1.8, 1.6], [-0.8, -1.8, -1.5], [-0.2, -0.1, -0.6], [0.2, 1.2, 0.7], [0.2, -0.4, -0.3], [-0.7, 0.2, -0.1], [0.1, -0.8, 0.1], [0.1, 0.4, -1.2], [-0.1, -0.8, 0.4], [0.0, -0.2, -0.5], [0.2, 0.4, 0.3], [0.2, 0.3, 0.3], [-0.3, -0.1, 0.6], [-0.1, -0.1, 0.0]],
  "smiles": "CCOP(=O)(OCC)OCC.CCOP(=O)(OCC)OCC.CCOP(=O)(OCC)OCC.CCOP(=O)(OCC)OCC.CCOP(=O)(OCC)OCC.C[N+](=O)[O-].C[N+](=O)[O-].C[N+](=O)[O-].C[N+](=O)[O-].C[N+](=O)[O-].C[N+](=O)[O-].C[N+](=O)[O-]",
  "e_tot_ev": -166407.79402,
  "e_above_lowest_kj_mol": 0.0,
  "homo_energy_ha": -0.3820
}